(1)
C5H9F2NSi | ωB97M-V with the def2-TZVPD basis set

Calculated values
- LUMO energy: 0.5 eV
- Frontier orbital gap: 0.4270 Eh
- ΔE to the lowest compared entry with this formula, charge and spin: 139.2 kcal per mole
- Max |F|: 6.88 eV/Å

Cartesian coordinates (Å):
C1 -2.696 -0.860 0.011
C2 1.450 1.577 0.407
C3 0.403 -1.363 1.378
C4 0.747 -0.381 -1.746
C5 -1.521 0.662 0.030
N1 -3.234 -1.854 0.083
F1 -1.977 1.272 1.085
F2 -1.897 1.402 -1.003
Si1 0.318 0.019 0.074
H1 1.415 2.151 -0.599
H2 1.057 2.167 1.085
H3 2.346 1.216 0.830
H4 -0.031 -0.949 2.411
H5 -0.235 -2.087 1.144
H6 1.327 -1.720 1.396
H7 0.559 -1.364 -2.124
H8 0.208 0.251 -2.479
H9 1.760 -0.139 -1.984

Atom charges from the Löwdin analysis, given in e for atoms 1 to 4:
1 C -0.136
2 C -0.139
3 C -0.135
4 C -0.170

=====

(2)
C20H27N4O4S5Sm | ωB97M-V with the def2-TZVPD basis set

Calculated values
- <S²>: 8.760
- LUMO energy (spin up / spin down): 0.0 / 0.0 eV
- Frontier orbital gap (spin up / spin down): 0.3028 / 0.3046 Eh
- Multiplicity: 6
- ΔE to the lowest compared entry with this formula, charge and spin: 0.0 kcal per mole
- Max |F|: 2.32 eV/Å

Cartesian coordinates (Å):
Sm1 -0.227 1.330 0.490
S1 1.796 -1.627 3.570
C1 0.314 -2.386 3.075
C2 -0.038 -3.730 3.092
C3 -1.256 -4.093 2.550
C4 -2.118 -3.131 2.017
C5 -1.774 -1.794 2.012
C6 -0.537 -1.416 2.534
N1 -0.013 -0.135 2.505
C7 1.205 -0.093 2.975
C8 2.066 1.082 2.878
C9 3.144 1.232 3.757
C10 3.969 2.332 3.640
C11 3.717 3.259 2.635
C12 2.664 3.073 1.751
C13 1.788 1.979 1.816
H1 0.632 -4.469 3.513
H2 -1.539 -5.137 2.532
H3 -3.068 -3.441 1.602
H4 -2.426 -1.036 1.595
H5 3.315 0.498 4.538
H6 4.798 2.471 4.322
H7 4.353 4.133 2.540
H8 2.515 3.813 0.970
N2 -2.925 1.850 1.423
N3 -3.129 2.932 0.508
C14 -2.222 3.943 0.566
N4 -2.259 4.845 -0.423
S2 -1.199 4.094 1.897
H9 -3.796 1.331 1.438
H10 -2.809 2.301 2.330
H11 -3.347 2.625 -0.440
H12 -2.579 4.510 -1.326
H13 -1.494 5.497 -0.435
O1 -1.267 1.007 -3.362
S3 -1.485 1.819 -2.190
O2 -2.611 2.748 -2.299
O3 -1.724 0.946 -0.976
S4 0.202 2.821 -1.731
C15 -2.021 -2.445 -4.476
C16 -0.812 -2.697 -3.574
C17 -1.080 -2.112 -2.196
S5 0.222 -2.255 -0.932
O4 0.209 -0.935 -0.197
C18 1.724 -2.191 -1.961
C19 1.989 -0.806 -2.558
C20 2.890 0.067 -1.683
H14 -1.816 -2.786 -5.490
H15 -2.248 -1.379 -4.502
H16 -2.902 -2.974 -4.108
H17 0.059 -2.216 -4.021
H18 -0.614 -3.771 -3.510
H19 -1.937 -2.605 -1.730
H20 -1.302 -1.048 -2.276
H21 1.596 -2.966 -2.716
H22 2.531 -2.505 -1.295
H23 1.042 -0.288 -2.739
H24 2.468 -0.940 -3.530
H25 2.429 0.296 -0.724
H26 3.102 1.010 -2.186
H27 3.838 -0.439 -1.486

Atom charges from the Löwdin analysis, given in e for atoms 1 to 4:
1 Sm 1.390
2 S 1.133
3 C -0.458
4 C -0.084

=====

(3)
C43H46BrN8 | ωB97M-V with the def2-TZVPD basis set

Calculated values
- LUMO energy: -4.8 eV
- Frontier orbital gap: 0.2090 Eh
- Net charge: +1
- Max |F|: 3.45 eV/Å

Cartesian coordinates (Å):
C1 2.665 -4.043 8.057
C2 2.071 -5.384 8.693
C3 0.777 -5.901 7.944
Br1 0.483 -7.851 8.186
C4 -0.505 -5.062 8.220
C5 -0.484 -3.767 8.875
C6 -1.739 -3.009 9.063
C7 -2.974 -3.632 8.559
C8 -2.920 -4.943 7.953
N1 -1.713 -5.607 7.803
H1 3.777 -4.161 7.969
H2 2.217 -3.948 7.032
H3 2.455 -3.127 8.663
H4 1.958 -5.341 9.807
H5 2.855 -6.173 8.498
H6 1.003 -5.781 6.842
H7 0.448 -3.298 9.252
H8 -1.680 -2.005 9.538
H9 -3.914 -3.049 8.671
H10 -3.856 -5.430 7.600
H11 -1.773 -6.527 7.354
N2 3.189 -0.225 4.968
C9 2.622 0.077 3.794
C10 1.383 -0.398 3.390
C11 0.692 -1.237 4.248
C12 1.260 -1.566 5.470
C13 2.502 -1.035 5.780
H12 3.202 0.734 3.156
H13 0.971 -0.118 2.428
H14 -0.278 -1.630 3.970
H15 0.749 -2.220 6.167
H16 2.986 -1.260 6.726
N3 0.281 0.918 0.137
C14 -0.154 2.131 -0.226
C15 0.528 2.971 -1.090
C16 1.734 2.534 -1.611
C17 2.211 1.283 -1.253
C18 1.452 0.518 -0.382
H17 -1.102 2.430 0.209
H18 0.124 3.941 -1.350
H19 2.298 3.162 -2.291
H20 3.149 0.910 -1.641
H21 1.781 -0.470 -0.075
N4 -2.534 1.372 -3.466
C19 -2.307 0.755 -2.301
C20 -3.002 -0.365 -1.873
C21 -3.993 -0.876 -2.697
C22 -4.249 -0.253 -3.909
C23 -3.494 0.860 -4.244
H22 -1.525 1.194 -1.691
H23 -2.773 -0.826 -0.920
H24 -4.560 -1.750 -2.399
H25 -5.015 -0.622 -4.578
H26 -3.653 1.380 -5.183
N5 2.596 2.388 -5.685
C24 3.113 1.738 -6.735
C25 2.559 0.588 -7.278
C26 1.406 0.079 -6.700
C27 0.854 0.734 -5.610
C28 1.483 1.878 -5.146
H27 4.016 2.173 -7.151
H28 3.018 0.104 -8.130
H29 0.944 -0.819 -7.094
H30 -0.045 0.366 -5.131
H31 1.086 2.427 -4.299
N6 6.346 3.117 -7.968
C29 7.045 3.205 -6.831
C30 8.373 3.599 -6.769
C31 9.017 3.918 -7.954
C32 8.315 3.833 -9.145
C33 6.990 3.432 -9.098
H32 6.499 2.943 -5.930
H33 8.888 3.655 -5.819
H34 10.055 4.229 -7.948
H35 8.785 4.073 -10.090
H36 6.398 3.354 -10.004
N7 -5.938 4.798 -5.032
C34 -6.189 5.822 -5.855
C35 -5.337 6.219 -6.874
C36 -4.155 5.518 -7.050
C37 -3.872 4.453 -6.209
C38 -4.792 4.135 -5.223
H37 -7.124 6.342 -5.675
H38 -5.592 7.055 -7.512
H39 -3.462 5.797 -7.835
H40 -2.958 3.882 -6.316
H41 -4.617 3.309 -4.543
N8 -2.873 -1.462 4.302
C39 -3.443 -1.162 3.130
C40 -4.681 -1.642 2.730
C41 -5.367 -2.484 3.591
C42 -4.793 -2.811 4.811
C43 -3.553 -2.274 5.115
H42 -2.866 -0.503 2.489
H43 -5.097 -1.364 1.770
H44 -6.336 -2.881 3.315
H45 -5.299 -3.466 5.510
H46 -3.064 -2.495 6.058

Atom charges from the Löwdin analysis, given in e for atoms 1 to 4:
1 C -0.098
2 C -0.264
3 C -0.619
4 Br 0.731

=====

(4)
C19H20BN8OPdS4 | ωB97M-V with the def2-TZVPD basis set

Calculated values
- <S²>: 0.760
- LUMO energy (spin up / spin down): -0.3 / -2.4 eV
- Frontier orbital gap (spin up / spin down): 0.2845 / 0.2400 Eh
- Multiplicity: 2
- ΔE to the lowest compared entry with this formula, charge and spin: 0.0 kcal per mole
- Max |F|: 0.26 eV/Å

Cartesian coordinates (Å):
Pd1 -0.020 1.569 1.121
C1 -1.214 4.106 -1.038
C2 -0.930 2.756 -1.607
C3 -1.054 2.316 -2.927
C4 -0.656 0.996 -2.909
N1 -0.306 0.674 -1.657
N2 -0.479 1.750 -0.858
B1 0.198 -0.671 -1.048
N3 -0.836 -1.178 -0.041
C5 -2.137 -1.449 -0.278
C6 -2.726 -1.776 0.916
C7 -1.688 -1.657 1.866
C8 -1.757 -1.847 3.346
N4 -0.555 -1.292 1.283
N5 1.545 -0.384 -0.337
C9 2.702 -1.045 -0.451
C10 3.644 -0.420 0.341
C11 2.972 0.657 0.929
C12 3.496 1.697 1.861
N6 1.709 0.656 0.508
N7 0.422 -1.704 -2.135
C13 0.135 -3.028 -2.089
C14 0.687 -3.613 -3.199
C15 1.314 -2.553 -3.889
C16 2.062 -2.599 -5.181
N8 1.160 -1.413 -3.238
H1 -2.263 4.202 -0.754
H2 -0.993 4.875 -1.776
H3 -0.607 4.289 -0.152
H4 -1.377 2.892 -3.776
H5 -0.556 0.274 -3.700
H6 -2.542 -1.397 -1.277
H7 -3.751 -2.055 1.089
H8 -2.407 -1.097 3.806
H9 -0.761 -1.754 3.777
H10 -2.160 -2.827 3.604
H11 2.780 -1.896 -1.106
H12 4.679 -0.690 0.463
H13 4.475 2.041 1.529
H14 3.604 1.302 2.871
H15 2.823 2.553 1.898
H16 -0.423 -3.448 -1.269
H17 0.645 -4.652 -3.478
H18 2.859 -3.343 -5.147
H19 2.504 -1.625 -5.386
H20 1.402 -2.860 -6.009
O1 -3.471 1.876 6.919
C17 -2.848 1.858 5.904
S1 -3.528 2.334 4.324
C18 -2.085 2.056 3.396
C19 -0.968 1.582 4.088
S2 0.502 1.259 3.337
S3 -1.142 1.348 5.802
S4 -2.078 2.352 1.737

Atom charges from the Löwdin analysis, given in e for atoms 1 to 4:
1 Pd 0.587
2 C -0.056
3 C -0.336
4 C -0.005

=====

(5)
C25H53BrGeNO3PdSSi | ωB97M-V with the def2-TZVPD basis set

Calculated values
- LUMO energy (spin up / spin down): -5.7 / -5.7 eV
- Frontier orbital gap (spin up / spin down): 0.2372 / 0.2373 Eh
- Net charge: +1
- ΔE to the lowest compared entry with this formula, charge and spin: 0.0 kcal per mole
- Max |F|: 0.93 eV/Å

Cartesian coordinates (Å):
Pd1 -0.004 -0.866 -0.408
C1 2.703 -2.880 -1.501
C2 2.296 -2.900 -0.039
C3 3.421 -3.332 0.878
O1 1.907 -1.533 0.290
C4 1.088 -3.837 0.117
O2 1.199 -5.030 0.016
O3 -0.074 -3.204 0.351
H1 3.598 -2.271 -1.631
H2 1.908 -2.473 -2.126
H3 2.905 -3.896 -1.836
H4 4.285 -2.681 0.735
H5 3.704 -4.358 0.650
H6 3.111 -3.297 1.927
H7 1.944 -1.417 1.251
C5 3.248 1.491 -0.841
C6 3.213 2.636 0.185
C7 3.986 3.829 -0.407
C8 3.967 2.144 1.428
Si1 1.438 3.186 0.621
Br1 0.365 1.094 1.094
C9 0.454 3.976 -0.795
C10 0.823 5.470 -0.880
C11 0.789 3.320 -2.142
C12 -1.066 3.866 -0.600
C13 1.224 3.994 2.332
C14 2.243 5.150 2.425
C15 -0.184 4.580 2.515
C16 1.466 3.037 3.511
H8 4.294 1.198 -0.990
H9 2.852 1.776 -1.814
H10 2.710 0.604 -0.497
H11 5.017 3.516 -0.602
H12 4.030 4.690 0.266
H13 3.565 4.159 -1.361
H14 4.957 1.792 1.119
H15 3.458 1.307 1.918
H16 4.122 2.929 2.170
H17 1.898 5.647 -0.989
H18 0.469 6.034 -0.012
H19 0.333 5.895 -1.762
H20 1.821 3.497 -2.449
H21 0.141 3.756 -2.910
H22 0.606 2.242 -2.134
H23 -1.422 4.304 0.329
H24 -1.402 2.832 -0.633
H25 -1.556 4.397 -1.424
H26 2.146 5.872 1.610
H27 3.279 4.796 2.450
H28 2.063 5.691 3.360
H29 -0.399 5.389 1.814
H30 -0.254 5.000 3.524
H31 -0.967 3.820 2.420
H32 2.444 2.562 3.497
H33 0.703 2.256 3.567
H34 1.398 3.617 4.438
C17 -2.657 -2.297 -4.110
C18 -2.834 -3.133 -2.848
C19 -1.584 -3.932 -2.506
C20 -1.780 -4.971 -1.397
Ge1 -1.667 -4.239 0.404
C21 -2.916 -2.823 0.869
C22 -4.386 -3.222 0.707
C23 -4.784 -4.429 1.552
C24 -6.254 -4.797 1.392
H35 -3.528 -1.668 -4.303
H36 -2.505 -2.936 -4.984
H37 -1.785 -1.639 -4.029
H38 -3.672 -3.826 -2.976
H39 -3.108 -2.482 -2.009
H40 -0.780 -3.236 -2.239
H41 -1.223 -4.431 -3.409
H42 -1.035 -5.758 -1.468
H43 -2.754 -5.458 -1.505
H44 -1.427 -5.275 1.502
H45 -2.695 -1.965 0.231
H46 -2.716 -2.499 1.895
H47 -4.601 -3.433 -0.347
H48 -5.016 -2.370 0.973
H49 -4.564 -4.221 2.604
H50 -4.163 -5.294 1.287
H51 -6.895 -3.955 1.668
H52 -6.531 -5.645 2.020
H53 -6.483 -5.058 0.355
S1 -1.629 0.182 -1.499
C25 -2.770 0.603 -0.354
N1 -3.524 0.830 0.495

Atom charges from the Löwdin analysis, given in e for atoms 1 to 4:
1 Pd 0.474
2 C 0.016
3 C -0.495
4 C 0.014